Entry from the OMol25 dataset: a 4-piece molecular cluster, C3H13NO5S overall at a distorted geometry (wB97M-V/def2-TZVPD).

The geometry in XYZ format:
```
23
Properties=species:S:1:pos:R:3:lowdin_charge:R:1
O -2.60 1.73 -0.58 0.135
C -1.58 1.19 -0.90 -0.422
O -0.47 1.90 -1.39 0.023
C -1.11 -0.24 -0.58 -0.426
C -1.46 -0.63 0.82 -0.427
S -0.63 -2.32 1.13 0.732
N -1.58 -1.21 -1.62 0.061
H -0.56 2.86 -1.09 0.162
H -0.06 -0.25 -0.67 0.090
H -2.53 -0.86 1.07 0.099
H -0.98 0.16 1.44 0.068
H 0.43 -2.04 1.89 -0.189
H -2.23 -1.84 -1.18 0.057
H -0.84 -1.78 -1.97 0.068
H 1.28 1.51 -2.40 -0.001
H 2.58 1.48 -1.55 0.045
O 1.99 0.96 -2.11 -0.057
H 2.98 -1.45 0.97 0.097
H 2.35 -0.48 2.05 0.018
O 2.46 -1.45 1.86 -0.148
H 0.55 1.21 2.27 0.028
H 0.81 0.53 0.93 0.000
O 1.19 1.03 1.63 -0.013
```

Results
Total energy (Ha): -951.222345
Structure (SMILES): N[C@H](CS)C(=O)O.O.O.O
Energy relative to the best compared isomer or geometry (same formula, charge and spin) (kJ/mol): 159.4
Molar mass (Da): 175.21
2S+1: 1
Net charge: 0
HOMO energy (Eh): -0.3416


Entry from the OMol25 dataset: an isolated ion of composition C4H8NO2 and charge +1 at a distorted geometry (wB97M-V/def2-TZVPD).

The geometry in XYZ format:
```
15
Properties=species:S:1:pos:R:3:lowdin_charge:R:1
C 1.99 -0.17 -0.27 -0.142
C -2.56 0.37 -0.21 0.209
C -0.30 0.42 0.71 -0.029
C 0.78 -0.52 0.11 -0.271
N -1.29 0.41 -0.34 0.054
O 2.35 1.10 -0.15 0.029
O 0.13 -1.73 -0.10 0.058
H 2.64 -0.80 -0.68 0.099
H -3.32 0.11 -0.90 0.126
H -2.92 0.65 0.74 0.113
H -0.64 -0.12 1.52 0.118
H 0.20 1.47 0.80 0.185
H 3.27 1.13 0.23 0.159
H -1.04 0.12 -1.31 0.203
H 0.70 -2.44 -0.13 0.089
```

Results
Total energy (Ha): -362.109078
Structure (SMILES): C=[NH+]C/C(O)=C\O
Energy relative to the best compared isomer or geometry (same formula, charge and spin) (kJ/mol): 274.1
Molar mass (Da): 102.11
2S+1: 1
Net charge: +1
HOMO energy (Eh): -0.4703


Entry from the OMol25 dataset: a 4-piece molecular cluster, C4H4Cl12 overall at a distorted geometry (wB97M-V/def2-TZVPD).

The geometry in XYZ format:
```
20
Properties=species:S:1:pos:R:3:lowdin_charge:R:1
C -4.24 -12.46 -10.21 -1.571
Cl -2.87 -13.49 -10.06 0.546
Cl -5.07 -12.09 -8.66 0.514
Cl -5.32 -13.25 -11.34 0.530
H -3.80 -11.56 -10.66 -0.017
C -3.11 -11.86 -5.47 -1.532
Cl -1.96 -13.19 -5.65 0.521
Cl -2.65 -10.76 -4.12 0.484
Cl -4.72 -12.54 -5.15 0.491
H -3.25 -11.24 -6.38 -0.003
C -0.39 -9.59 -8.91 -1.577
Cl -1.81 -9.47 -10.01 0.477
Cl -0.29 -11.25 -8.47 0.559
Cl -0.59 -8.43 -7.63 0.565
H 0.34 -9.27 -9.68 0.030
C -6.27 -9.06 -6.39 -1.671
Cl -5.36 -8.52 -7.81 0.501
Cl -7.74 -8.19 -6.35 0.578
Cl -5.36 -8.85 -4.99 0.589
H -6.57 -10.06 -6.60 -0.014
```

Results
Total energy (Ha): -5677.078188
Structure (SMILES): ClC(Cl)Cl.ClC(Cl)Cl.ClC(Cl)Cl.ClC(Cl)Cl
Energy relative to the best compared isomer or geometry (same formula, charge and spin) (kJ/mol): 60.4
Molar mass (Da): 477.51
2S+1: 1
Net charge: 0
HOMO energy (Eh): -0.4022


Entry from the OMol25 dataset: FH3N2O2S as an isolated structure at a distorted geometry (wB97M-V/def2-TZVPD).

The geometry in XYZ format:
```
9
Properties=species:S:1:pos:R:3:lowdin_charge:R:1
N 1.22 -0.72 -0.63 -0.007
N 1.16 0.51 -0.07 -0.006
O -1.45 -0.01 -0.75 -0.374
O -1.74 1.58 1.23 -0.297
F -0.86 -0.69 1.48 -0.278
S -1.00 0.64 0.48 0.746
H 1.52 -1.46 0.00 0.117
H 0.36 -1.03 -1.11 0.097
H 0.78 1.18 -0.63 0.002
```

Results
Total energy (Ha): -759.737155
Energy relative to the best compared isomer or geometry (same formula, charge and spin) (kJ/mol): 159.4
Molar mass (Da): 114.10
2S+1: 1
Net charge: 0
HOMO energy (spin up / spin down) (Eh): -0.3717 / -0.3717


Entry from the OMol25 dataset: C15H27MnN5O6 as an isolated structure at a distorted geometry (wB97M-V/def2-TZVPD).

The geometry in XYZ format:
```
54
Properties=species:S:1:pos:R:3:lowdin_charge:R:1
O -1.22 -1.11 -4.58 -0.186
H -1.19 -0.88 -5.52 0.048
Mn -0.55 0.28 -1.09 0.876
N 1.05 -0.83 -1.46 -0.165
N -1.18 -1.41 -0.64 -0.165
N 0.37 1.83 -0.75 -0.161
N -1.83 1.19 0.04 -0.090
O 2.13 -0.31 -1.97 -0.108
O 1.63 1.95 -1.15 -0.070
O -2.88 0.61 0.63 -0.079
O -2.23 -1.67 0.13 -0.133
C -0.41 -2.52 -0.97 -0.191
C 0.84 -2.15 -1.53 -0.245
C -0.21 2.82 -0.03 -0.226
C -1.48 2.43 0.48 -0.213
C 1.90 -2.96 -2.14 -0.007
H 1.68 -3.04 -3.21 0.104
H 1.88 -3.95 -1.73 0.069
H 2.89 -2.51 -2.00 0.090
C -0.85 -3.92 -0.73 -0.002
H -1.83 -4.15 -1.18 0.098
H -0.95 -4.12 0.35 0.093
H -0.11 -4.63 -1.15 0.079
C 0.44 4.13 0.20 0.001
C -2.26 3.20 1.49 -0.004
H 1.23 4.25 -0.56 0.091
H 0.86 4.23 1.21 0.103
H -0.33 4.91 0.10 0.096
H -3.02 2.57 1.99 0.086
H -2.78 4.06 1.04 0.098
H -1.59 3.61 2.26 0.092
H 1.96 0.92 -1.47 0.040
H -2.66 -0.53 0.42 0.030
C -2.83 -0.61 -3.04 0.048
H -2.61 -1.44 -3.68 -0.013
H -2.78 0.37 -3.49 0.007
H -3.44 -0.69 -2.14 0.001
O -0.27 0.64 -2.89 -0.314
H -0.79 -0.37 -4.02 0.005
H 0.62 1.02 -2.92 0.017
C 2.45 -0.08 5.10 -0.050
C 1.83 -0.09 3.73 -0.268
C 2.53 0.41 2.63 -0.010
C 1.93 0.39 1.37 -0.091
N 0.68 -0.08 1.16 0.055
C 0.02 -0.57 2.21 -0.101
C 0.55 -0.59 3.50 -0.012
H 3.42 -0.61 5.12 0.088
H 2.64 0.94 5.46 0.088
H 1.79 -0.57 5.83 0.077
H 3.53 0.82 2.72 0.115
H 2.46 0.80 0.53 0.094
H -0.98 -0.97 2.02 0.103
H -0.06 -0.99 4.32 0.114
```

Results
Total energy (Ha): -2463.667061
Energy relative to the best compared isomer or geometry (same formula, charge and spin) (kJ/mol): 0.0
Molar mass (Da): 428.35
2S+1: 6
<S²>: 8.95
Net charge: 0
HOMO energy (spin up / spin down) (Eh): -0.2668 / -0.2885


Entry from the OMol25 dataset: a 2-piece molecular cluster, C7H16B2N2O3 overall at a distorted geometry (wB97M-V/def2-TZVPD).

The geometry in XYZ format:
```
30
Properties=species:S:1:pos:R:3:lowdin_charge:R:1
B 1.83 -1.32 -0.06 -0.652
B -0.91 2.38 -1.25 -0.569
C -1.41 0.06 -0.47 -0.196
C -1.13 -2.23 1.58 -0.167
C 0.28 -2.81 1.22 -0.132
C 0.57 -0.73 2.12 -0.161
C -0.93 -0.88 2.01 -0.006
C 2.22 0.20 -0.32 0.018
C -1.28 3.57 -2.26 0.001
N 1.12 -1.65 1.12 -0.016
N -1.44 1.07 -1.39 0.185
O -2.00 -1.00 -0.62 -0.039
O 2.04 -2.32 -0.92 0.194
O -0.01 2.61 -0.24 0.154
H -1.74 -0.12 2.09 0.113
H -1.76 -1.93 0.50 0.138
H -1.87 -2.82 2.12 0.118
H 0.60 -3.40 2.12 0.130
H 0.26 -3.38 0.31 0.109
H 0.97 0.33 2.18 0.142
H 0.91 -1.20 3.08 0.132
H 2.63 0.49 -1.35 0.096
H 3.00 0.50 0.31 0.038
H 1.33 0.73 -0.29 -0.006
H -1.58 3.20 -3.23 0.046
H -0.47 4.32 -2.52 0.083
H -2.12 4.13 -1.95 0.044
H -1.91 0.79 -2.16 0.082
H 2.62 -2.10 -1.58 0.063
H 0.20 3.49 -0.14 0.060
```

Results
Total energy (Ha): -661.289663
Energy relative to the best compared isomer or geometry (same formula, charge and spin) (kJ/mol): 305.4
Molar mass (Da): 197.84
2S+1: 1
Net charge: 0
HOMO energy (spin up / spin down) (Eh): -0.2756 / -0.2632


Entry from the OMol25 dataset: a 3-piece molecular cluster, CH7O2S overall at a distorted geometry (wB97M-V/def2-TZVPD).

The geometry in XYZ format:
```
11
Properties=species:S:1:pos:R:3:lowdin_charge:R:1
C -0.50 -0.77 -1.29 -0.547
S -0.52 0.58 -0.17 0.756
H -0.23 -1.79 -0.96 0.043
H -1.61 -0.96 -1.48 0.061
H -0.13 -0.60 -2.33 0.050
H 0.10 -1.20 1.40 -0.077
H -0.28 -1.21 2.89 0.035
O 0.12 -1.75 2.19 -0.085
H 1.04 2.51 0.63 -0.008
H 0.67 2.28 -0.66 -0.079
O 1.33 2.91 -0.22 -0.147
```

Results
Total energy (Ha): -590.884024
Energy relative to the best compared isomer or geometry (same formula, charge and spin) (kJ/mol): 41.3
Molar mass (Da): 83.13
2S+1: 2
<S²>: 0.75
Net charge: 0
HOMO energy (spin up / spin down) (Eh): -0.3816 / -0.3680


Entry from the OMol25 dataset: C5H14AlClP as an isolated structure at a distorted geometry (wB97M-V/def2-TZVPD).

The geometry in XYZ format:
```
22
Properties=species:S:1:pos:R:3:lowdin_charge:R:1
C -1.57 -1.09 1.02 -0.186
C -2.33 -0.97 -0.43 -0.351
C -1.49 0.08 -1.42 -0.803
Cl -1.77 1.87 -1.00 0.384
Al 0.47 -0.49 -1.60 -0.031
P 1.95 0.55 -0.15 0.588
C 2.25 -0.43 1.45 -0.450
C 1.54 2.39 0.16 -0.471
H -2.41 -1.27 1.84 0.066
H -0.97 -0.09 1.25 0.072
H -0.89 -2.05 1.00 0.059
H -3.46 -0.62 -0.36 0.088
H -2.35 -2.05 -0.92 0.098
H -1.99 -0.08 -2.50 0.052
H 0.89 -0.29 -3.12 -0.140
H 0.51 -2.08 -1.33 -0.109
H 1.65 -1.44 1.45 0.018
H 1.96 0.28 2.37 0.036
H 3.42 -0.62 1.53 0.022
H 0.48 2.61 0.58 -0.009
H 2.31 2.77 0.99 0.025
H 1.82 3.03 -0.81 0.043
```

Results
Total energy (Ha): -1242.833344
Molar mass (Da): 167.58
2S+1: 1
Net charge: -1
HOMO energy (Eh): -0.1195